36
Properties=species:S:1:pos:R:3 method="wB97M-V/def2-TZVPD" homo_ev=-18.504 relative_energy_kj_mol=71.0 homo_lumo_gap_ev=6.0 lumo_ev=-12.49 e_tot_ha=-1334.35900 charge=+3
Hf 0.418 -0.382 0.176
C 1.351 1.630 4.077
C 1.334 1.121 2.695
N 0.434 0.265 2.273
N -0.535 -0.128 3.133
C -1.327 -1.083 2.765
N -2.315 -1.496 3.530
S -1.182 -1.950 1.167
C 2.335 1.521 1.685
C 3.305 2.470 1.939
C 4.220 2.802 0.941
C 4.156 2.158 -0.286
C 3.165 1.217 -0.482
N 2.263 0.902 0.468
H 0.839 0.939 4.743
H 0.803 2.580 4.133
H 2.363 1.810 4.435
H -2.482 -1.062 4.428
H -2.923 -2.249 3.247
H 3.354 2.959 2.901
H 4.975 3.556 1.127
H 4.858 2.384 -1.077
H 3.082 0.688 -1.426
C 1.146 -2.346 -4.213
Sb 0.257 -1.938 -2.310
C 1.899 -2.614 -0.991
C -1.059 -3.621 -2.179
H 1.447 -3.392 -4.174
H 1.995 -1.700 -4.415
H 0.382 -2.205 -4.975
H 1.958 -3.702 -0.989
H 1.779 -2.308 0.076
H 2.850 -2.231 -1.364
H -0.498 -4.486 -2.529
H -1.909 -3.452 -2.838
H -1.408 -3.780 -1.162